Record 1
DFT (ωB97M-V with the def2-TZVPD basis set) results for a cluster of 4 separate species, C18H48O10PS in total.

XYZ file:
```
78
Properties=species:S:1:pos:R:3:mulliken_charge:R:1
O -5.8029 -4.0536 -2.6654 -0.646
P -6.0959 -2.3988 -3.1864 0.280
S -8.2674 -2.5945 -2.8883 -0.519
H -5.1658 -4.4268 -3.2437 0.291
H -6.1711 -2.8309 -4.5715 -0.035
H -6.3114 -1.0226 -3.5853 -0.028
H -6.0230 -1.9813 -1.7919 -0.184
H -4.6495 -2.1833 -3.3099 -0.172
H -8.7169 -3.6621 -3.6042 0.058
C 0.6251 2.2177 -1.2401 -0.813
O -0.5208 1.7637 -0.5554 -0.275
C -1.7219 1.8862 -1.3071 -0.513
C -2.6472 0.6955 -1.1230 -0.388
O -2.2299 -0.5044 -1.7494 -0.430
C -1.1309 -1.2251 -1.2208 -0.389
C -1.4015 -1.9329 0.0943 -0.236
O -1.4989 -1.0221 1.1817 -0.300
C -2.5349 -1.3371 2.0871 -0.802
H 0.6643 3.3131 -1.2439 0.283
H 1.4994 1.8334 -0.7147 0.231
H 0.6531 1.8425 -2.2686 0.391
H -1.5027 2.0001 -2.3737 0.379
H -2.2434 2.7874 -0.9596 0.345
H -3.5875 0.9445 -1.6196 0.432
H -2.8835 0.5352 -0.0712 0.102
H -0.2315 -0.6097 -1.1703 0.102
H -0.9386 -2.0061 -1.9604 0.343
H -0.5666 -2.6151 0.3044 0.134
H -2.3163 -2.5247 -0.0049 0.436
H -3.4643 -1.5778 1.5624 0.377
H -2.7109 -0.4569 2.7059 0.248
H -2.2479 -2.1741 2.7341 0.291
C 0.3021 4.9392 2.5368 -0.764
O 0.6326 5.8606 1.5159 -0.289
C -0.4459 6.6964 1.1322 -0.506
C 0.0050 8.1215 0.8646 -0.365
O 0.3623 8.8755 2.0167 -0.431
C 1.5824 8.5847 2.6844 -0.303
C 2.8408 9.0428 1.9684 -0.545
O 3.1273 8.2464 0.8305 -0.278
C 3.5894 8.9832 -0.2810 -0.782
H -0.2853 4.1089 2.1327 0.274
H 1.2338 4.5492 2.9450 0.237
H -0.2504 5.4245 3.3487 0.369
H -1.2234 6.7094 1.9026 0.359
H -0.8762 6.2899 0.2090 0.350
H -0.8540 8.6513 0.4460 0.387
H 0.7911 8.1531 0.1104 0.155
H 1.6427 7.5336 2.9644 0.131
H 1.5253 9.1571 3.6139 0.386
H 3.6858 8.9549 2.6627 0.366
H 2.7303 10.0963 1.6915 0.347
H 2.9753 9.8734 -0.4531 0.353
H 3.5110 8.3408 -1.1572 0.235
H 4.6362 9.2764 -0.1483 0.320
C 4.0001 -6.7940 -2.5706 -0.782
O 3.0408 -7.2029 -1.6195 -0.278
C 3.4820 -8.2504 -0.7729 -0.546
C 3.0171 -8.0589 0.6600 -0.310
O 3.6678 -7.0200 1.3791 -0.434
C 3.3620 -5.6660 1.0671 -0.389
C 2.0005 -5.1826 1.5330 -0.515
O 0.9489 -5.7358 0.7606 -0.268
C -0.1866 -6.0995 1.5193 -0.753
H 4.0695 -7.5170 -3.3901 0.322
H 3.6780 -5.8340 -2.9715 0.238
H 4.9859 -6.6607 -2.1118 0.350
H 4.5743 -8.3288 -0.7838 0.345
H 3.0599 -9.1895 -1.1513 0.369
H 3.2781 -8.9717 1.2014 0.390
H 1.9331 -7.9605 0.7140 0.137
H 3.5179 -5.4570 0.0094 0.165
H 4.1073 -5.0858 1.6173 0.384
H 1.9638 -4.0918 1.4224 0.349
H 1.8781 -5.4255 2.5936 0.386
H 0.0971 -6.6495 2.4233 0.383
H -0.8026 -6.7521 0.9022 0.250
H -0.7702 -5.2144 1.7913 0.212
```

M: 487.61 g/mol
HOMO: -3.6 eV
net charge: -1
E: -60036.9237 eV
spin multiplicity: 1

***

Record 2
DFT (ωB97M-V with the def2-TZVPD basis set) results for a structure of composition C23H21F10IrN5.

XYZ file:
```
60
Properties=species:S:1:pos:R:3:nbo_charge:R:1
Ir -0.7744 -1.4278 0.6759 0.905
C -0.0511 -3.3975 2.7766 -0.426
N -1.2232 -2.9304 2.0005 -0.388
C -1.6966 -4.0286 1.1223 -0.231
C -0.7550 -4.1708 -0.0685 -0.263
N -0.3176 -2.8287 -0.5168 -0.529
C 0.4643 -2.7983 -1.6852 0.056
C 1.6740 -2.1013 -1.7040 0.323
F 2.1369 -1.5074 -0.5987 -0.295
C 2.4527 -2.0085 -2.8418 0.265
F 3.5921 -1.3200 -2.8061 -0.280
C 2.0570 -2.6366 -4.0101 0.301
F 2.7982 -2.5495 -5.1022 -0.265
C 0.8658 -3.3409 -4.0220 0.279
F 0.4448 -3.9173 -5.1392 -0.268
C 0.0881 -3.4081 -2.8787 0.323
F -1.0917 -4.0289 -2.9757 -0.292
C -2.2660 -2.3521 2.8910 -0.228
C -1.8123 -0.9570 3.2839 -0.255
N -1.3182 -0.2710 2.0692 -0.522
C -1.2158 1.1293 2.1724 -0.009
C -0.4502 1.7489 3.1525 0.332
F 0.2623 1.0002 3.9990 -0.292
C -0.3836 3.1255 3.2722 0.278
F 0.3708 3.6779 4.2134 -0.269
C -1.0906 3.9232 2.3882 0.295
F -1.0189 5.2425 2.4743 -0.267
C -1.8529 3.3321 1.3932 0.252
F -2.5240 4.0930 0.5337 -0.280
C -1.9105 1.9537 1.2902 0.374
F -2.6591 1.4231 0.3251 -0.294
H -0.3405 -4.2524 3.3919 0.206
H 0.3190 -2.5979 3.4124 0.225
H 0.7453 -3.6850 2.0960 0.226
H -2.6900 -3.7563 0.7674 0.226
H -1.7691 -4.9663 1.6805 0.219
H -1.3277 -4.6416 -0.8662 0.241
H 0.1063 -4.8147 0.1320 0.210
H -2.4327 -2.9832 3.7672 0.221
H -3.1837 -2.2987 2.3059 0.225
H -0.9976 -1.0118 4.0093 0.218
H -2.6224 -0.3980 3.7559 0.229
N -0.3429 0.0455 -0.6663 -0.495
C 0.0901 1.0146 -1.1271 0.621
N 0.5548 2.0478 -1.7574 -0.454
C -0.2221 3.2931 -1.9016 -0.202
C 0.5200 4.4452 -1.2405 -0.412
C 1.9527 4.5431 -1.7606 -0.403
C 2.6961 3.2249 -1.5539 -0.413
C 1.9541 2.0823 -2.2289 -0.199
H -1.2137 3.1319 -1.4807 0.226
H -0.3374 3.4783 -2.9729 0.209
H 0.5380 4.2840 -0.1595 0.199
H -0.0284 5.3706 -1.4212 0.236
H 2.4784 5.3557 -1.2599 0.231
H 1.9363 4.7888 -2.8276 0.205
H 2.7791 3.0093 -0.4840 0.207
H 3.7098 3.2776 -1.9523 0.234
H 2.4101 1.1133 -2.0303 0.225
H 1.9227 2.2312 -3.3117 0.207
```

M: 749.65 g/mol
HOMO: -11.6 eV
net charge: +1
E: -61648.2708 eV
spin multiplicity: 1

***

Record 3
DFT (ωB97M-V with the def2-TZVPD basis set) results for a structure of composition C29H26BBr2N12O2Ta.

XYZ file:
```
73
Properties=species:S:1:pos:R:3:mulliken_charge:R:1
Ta 0.0729 0.0007 -0.1881 1.715
C -2.0335 1.3411 -3.0742 -1.296
C -0.8441 2.0740 -2.5579 0.596
C -0.3261 3.2729 -3.0071 -1.417
C 0.6606 3.6239 -2.1049 -0.152
N 0.7623 2.6879 -1.1479 0.867
N -0.1597 1.6845 -1.4549 -0.145
B 1.1666 2.9483 0.3560 0.437
N -0.1228 2.7386 1.1838 0.698
C -0.8238 3.5782 1.9568 0.093
C -1.9506 2.9288 2.4205 -1.710
C -1.8988 1.6550 1.8720 0.686
C -2.8801 0.5418 2.0221 -1.087
N -0.7832 1.5434 1.1201 -0.313
N 2.1664 1.7580 0.8214 0.663
C 3.4183 1.8907 1.0555 -0.784
C 4.0256 0.5913 1.4559 0.430
C 2.7973 -0.3794 1.4484 0.582
C 2.4927 -1.2958 2.6024 -1.288
N 1.6607 0.4869 1.0873 -0.354
N 1.8594 4.2219 0.6093 0.214
C 2.1268 4.8183 1.8154 -0.443
C 3.0919 5.7573 1.6129 -1.083
C 3.4087 5.6751 0.2331 0.704
C 4.4147 6.4799 -0.5246 -1.271
N 2.6872 4.7441 -0.3590 -1.075
H -1.9218 1.0945 -4.1278 0.366
H -2.9045 1.9924 -2.9914 0.430
H -2.2438 0.4323 -2.5106 0.167
H -0.6463 3.8387 -3.8654 0.560
H 1.2954 4.4937 -2.0446 0.718
H -0.5005 4.5947 2.1084 0.797
H -2.7211 3.3343 3.0532 0.539
H -3.8220 0.9295 2.4031 0.495
H -2.5154 -0.2052 2.7283 0.088
H -3.0939 0.0545 1.0675 0.142
H 3.9032 2.8504 0.9296 0.571
H 4.7155 0.6201 2.2964 0.659
H 3.3310 -1.9666 2.7916 0.502
H 1.6103 -1.9054 2.3943 0.125
H 2.2983 -0.7157 3.5041 0.349
H 1.6390 4.5154 2.7280 0.676
H 3.5143 6.4283 2.3413 0.484
H 4.6962 7.3681 0.0359 0.392
H 4.0159 6.7895 -1.4886 0.340
H 5.3171 5.8956 -0.7056 0.283
C -0.2289 -1.0942 -3.9197 -1.647
C -0.9868 -1.9861 -2.9978 0.823
C -1.6123 -3.1364 -3.5368 -1.162
C -2.2651 -4.0367 -2.7407 -0.926
C -2.2466 -3.8298 -1.3484 0.395
C -2.7797 -4.7257 -0.3503 0.050
Br -3.6908 -6.2157 -0.8322 0.073
C -2.5991 -4.4807 1.0304 -0.264
C -1.8960 -3.3802 1.4686 -0.466
Br -1.5590 -3.0915 3.2668 -0.009
C -1.4045 -2.4823 0.5006 0.452
O -0.6815 -1.4191 0.7977 0.006
C -1.6092 -2.6806 -0.8954 0.420
N -1.0476 -1.7346 -1.6879 0.451
H -0.8750 -0.7446 -4.7254 0.552
H 0.5619 -1.6823 -4.3913 0.459
H 0.2259 -0.2483 -3.4148 0.004
H -1.5606 -3.2930 -4.6062 0.615
H -2.7486 -4.9046 -3.1694 0.465
H -3.0005 -5.1827 1.7495 0.517
O 1.4172 -0.7693 -1.2141 -0.165
N 2.1687 -1.9124 -1.4705 -0.782
C 3.2351 -1.9344 -0.7721 0.174
C 3.5575 -0.8899 0.2362 0.382
N 4.5597 -0.1011 0.2322 -0.737
C 4.0882 -3.0762 -0.9403 -0.353
N 4.7687 -3.9979 -1.0011 -0.281
```

M: 926.18 g/mol
expectation value of S²: 0.77
HOMO (spin up / spin down): -16.3 / -16.3 eV
net charge: +3
E: -194758.6703 eV
relative energy (zero: lowest compared OMol25 entry of this formula, charge and spin): 184.4 kJ/mol
spin multiplicity: 2

***

Record 4
DFT (ωB97M-V with the def2-TZVPD basis set) results for a structure of composition C27H46BrCdNOP2S.

XYZ file:
```
80
Properties=species:S:1:pos:R:3:mulliken_charge:R:1
N -5.6051 -1.7444 3.4934 -0.477
C -4.8414 -0.8305 4.1113 -0.397
C -4.5696 0.4114 3.5355 -0.479
C -5.1323 0.7103 2.2614 0.767
C -5.8775 -0.3010 1.5982 -0.225
C -6.0897 -1.5156 2.2721 -0.566
C -4.8559 1.9719 1.6368 -0.353
Cd -0.1197 1.6961 -2.5910 0.620
P 4.2348 0.0711 -2.1602 0.871
C -5.2467 2.3022 0.3533 -0.332
C -4.2403 2.8248 -0.5176 0.321
C -4.1735 2.4074 -1.8631 -0.942
C -2.9086 2.0495 -2.3466 -0.024
C -1.8110 2.3597 -1.5432 -0.594
C -1.8440 3.0543 -0.3333 0.381
C -3.1082 3.4615 0.0784 -0.587
Br 1.6329 1.4944 -4.3591 -0.499
H -4.2210 2.6744 2.1844 0.329
H -6.2117 2.0433 -0.0879 0.624
H -3.8963 1.1179 4.0258 0.399
H -6.2289 -0.1680 0.5767 0.347
H -4.4441 -1.0917 5.1024 0.368
H -6.6723 -2.3148 1.8007 0.381
H -5.0808 2.2447 -2.4276 0.430
H -3.2487 4.1555 0.9047 0.672
H -2.8236 1.4778 -3.2801 0.363
H -0.9660 3.2416 0.2982 0.525
P -0.4010 -1.4787 -1.2408 0.802
C 4.4992 1.8268 -1.5232 -0.183
C 4.9850 3.0548 -2.2856 -1.409
H 5.1364 1.6638 -0.6406 0.478
H 3.4831 2.0568 -1.1642 0.141
H 5.2377 3.8149 -1.5323 0.386
H 5.8986 2.8867 -2.8661 0.385
H 4.2258 3.5285 -2.9236 0.325
C 4.7424 -0.3517 -3.8737 -0.794
C 5.5025 0.6548 -4.7140 -1.225
H 3.7745 -0.6236 -4.3408 0.516
H 5.3629 -1.2476 -3.7362 0.519
H 5.3662 0.3816 -5.7655 0.376
H 5.1767 1.6908 -4.5850 0.248
H 6.5828 0.5974 -4.5483 0.278
C 5.4179 -0.9348 -1.2347 -0.829
C 6.8897 -0.6070 -1.3976 -1.110
H 5.2550 -1.9541 -1.6049 0.488
H 5.0970 -0.9023 -0.1847 0.443
H 7.4876 -1.3683 -0.8925 0.400
H 7.2195 -0.6064 -2.4397 0.270
H 7.1427 0.3624 -0.9666 0.312
C 0.4227 -2.8694 -0.3182 -0.694
C 1.9274 -2.9444 -0.5423 -1.194
H -0.0684 -3.7840 -0.6881 0.471
H 0.1989 -2.7636 0.7518 0.414
H 2.3378 -3.7167 0.1159 0.424
H 2.1697 -3.2141 -1.5771 0.366
H 2.4366 -2.0036 -0.3040 0.007
C -0.7326 -2.5764 -2.7101 -1.059
C -1.6172 -1.9530 -3.7758 -1.131
H -1.2184 -3.4636 -2.2770 0.499
H 0.2355 -2.8831 -3.1266 0.424
H -1.5531 -2.5713 -4.6760 0.419
H -2.6608 -1.9355 -3.4493 0.272
H -1.3176 -0.9366 -4.0561 0.161
C -2.1223 -1.6766 -0.5398 -0.133
C -2.3214 -2.1126 0.9028 -1.142
H -2.6095 -2.3856 -1.2268 0.391
H -2.5993 -0.6970 -0.6937 -0.063
H -3.3961 -2.2731 1.0493 0.253
H -1.8135 -3.0566 1.1301 0.399
H -1.9985 -1.3562 1.6322 0.205
C 1.9288 -0.5748 2.7460 -1.094
S 0.6809 0.4687 1.9413 0.772
C 0.9875 1.9202 2.9337 -1.158
O 1.1772 0.7723 0.5437 -0.671
H 1.6453 -0.5908 3.8042 0.479
H 2.9324 -0.1486 2.6033 0.320
H 1.8765 -1.5894 2.3362 0.235
H 1.9924 2.2828 2.7008 0.366
H 0.2404 2.6710 2.6725 0.292
H 0.8886 1.6597 3.9894 0.424
```

M: 687.00 g/mol
HOMO (spin up / spin down): -13.3 / -13.3 eV
net charge: +2
E: -136283.7141 eV
relative energy (zero: lowest compared OMol25 entry of this formula, charge and spin): 414.1 kJ/mol
spin multiplicity: 1

***

> What is the net charge in the first record?

-1

***

> Which of these has the lowest net charge?

C18H48O10PS

***

> What is the formula in the first record?

C18H48O10PS